Run one
C3H4O2S in the gas phase, computed with ωB97M-V with the def2-TZVPD basis set.

Computed properties:
HOMO-LUMO gap, eV: 9.984
SMILES: CC1=CS1(=O)=O
HOMO, Eh: -0.360

Structure (ORCA input):
```
! wB97M-V def2-TZVPD RIJCOSX def2/J DEFGRID3
* xyz 0 1
C -0.15819 1.30626 1.00403
C 0.09360 0.29634 -0.12794
C -0.03263 -0.09405 -1.40637
S 0.32168 -1.51065 -0.41235
O -1.03905 -2.54004 -0.16727
O 1.66811 -1.98363 -0.27889
H 0.73950 1.60600 1.24660
H -0.45600 0.70347 1.87800
H -0.91982 1.95617 0.71783
H -0.21720 0.26014 -2.45365
*
```



Run two
2 unconnected molecules or ions with the total composition C3H4O2S, computed with ωB97M-V with the def2-TZVPD basis set.

Computed properties:
HOMO-LUMO gap (spin up / spin down), eV: 10.956 / 5.258
HOMO (spin up / spin down), Eh: -0.397 / -0.312

Structure (ORCA input):
```
! wB97M-V def2-TZVPD RIJCOSX def2/J DEFGRID3
* xyz 0 1
C 2.94692 2.23842 -0.43772
C 2.71499 1.09389 -0.18815
C -1.33113 -1.02959 -0.02028
O 3.92287 -1.29339 -0.46552
O 1.60766 -1.09879 0.51873
S 2.97767 -0.55320 0.45906
H 2.86337 3.28187 -0.78690
H -2.21122 -1.72840 0.08622
H -1.25002 -0.13543 0.42929
H -0.42779 -1.30844 -0.53517
*
```



The structure with the most favorable energy is run one; the runner-up is 1.659 eV above it.